# C3H5N3S

The molecule C3H5N3S (ωB97M-V/def2-TZVPD, OMol25).

Structure (XYZ):
```
12
C3H5N3S | OMol25 | ωB97M-V/def2-TZVPD
C -0.985 -1.387 0.399
C 0.223 -0.324 0.303
C -1.891 0.765 0.363
N -2.125 -0.463 0.250
N -0.493 0.918 0.344
N 1.454 -0.564 0.329
S 2.816 0.395 0.149
H -0.943 -2.210 1.050
H -0.793 -1.646 -0.837
H -0.109 1.807 0.563
H -2.642 1.530 0.343
H 3.760 -0.495 0.249
```

The relative energy (zero: lowest compared OMol25 entry of this formula, charge and spin) comes out at 278.0 kJ/mol. The structure (SMILES) is S/N=C1/CN=CN1. Its HOMO energy is -8.2 eV. Its largest force on an atom is 8.84 eV/A. The gap between HOMO and LUMO comes out at 9.1 eV. As for the LUMO energy: 0.0303 hartree.

---

# CH6S

A 2-piece molecular cluster, CH6S overall (ωB97M-V/def2-TZVPD, OMol25).

Structure (XYZ):
```
8
CH6S | OMol25 | ωB97M-V/def2-TZVPD
S -1.346 -3.362 0.494
H -1.420 -4.642 0.232
H -1.639 -2.289 1.281
C 0.855 2.041 -0.398
H 1.142 1.742 0.681
H -0.246 2.046 -0.669
H 1.118 3.103 -0.579
H 1.536 1.360 -1.042
```

The relative energy (zero: lowest compared OMol25 entry of this formula, charge and spin) comes out at 122.4 kJ/mol. As for the spin multiplicity: 2. Its charge is -1. Its HOMO energy (spin up / spin down) is 0.3 / -3.1 eV. Its largest force on an atom is 3.64 eV/A. Its expectation value of S² is 0.75. The gap between HOMO and LUMO (spin up / spin down) comes out at 3.3 / 6.7 eV. As for the LUMO energy (spin up / spin down): 0.1351 / 0.1312 hartree.

---

# C4H8NO2

An isolated ion of composition C4H8NO2 and charge +1 (ωB97M-V/def2-TZVPD, OMol25).

Structure (XYZ):
```
15
C4H8NO2 | OMol25 | ωB97M-V/def2-TZVPD
C -2.181 -0.051 -0.163
C -0.996 -0.955 0.002
C 1.651 1.026 -0.467
C 0.001 -0.485 0.975
N 1.510 -0.268 0.150
O 2.183 -1.189 -0.059
O -1.110 -0.047 -1.089
H -3.038 -0.369 -0.746
H -2.336 0.889 0.391
H -0.877 -2.065 -0.293
H 2.424 1.144 -1.202
H 1.793 1.896 0.253
H 0.630 1.280 -0.770
H 0.280 -1.253 1.680
H 0.066 0.447 1.337
```

The relative energy (zero: lowest compared OMol25 entry of this formula, charge and spin) comes out at 568.2 kJ/mol. The structure (SMILES) is C[N+](=O)C[C@H]1CO1. Its charge is +1. Its HOMO energy is -15.2 eV. Its largest force on an atom is 4.58 eV/A. The gap between HOMO and LUMO comes out at 8.7 eV. As for the LUMO energy: -0.2380 hartree.

---

# C2H12N2O3

A 4-piece molecular cluster, C2H12N2O3 overall (ωB97M-V/def2-TZVPD, OMol25).

Structure (XYZ):
```
19
C2H12N2O3 | OMol25 | ωB97M-V/def2-TZVPD
C -0.721 1.715 -2.048
N -1.176 0.815 -0.999
C -0.628 -0.459 -0.856
N -1.195 -1.255 -0.045
H -0.073 1.319 -2.822
H -1.537 2.285 -2.506
H -0.113 2.520 -1.609
H -2.178 0.821 -0.873
H 0.386 -0.592 -1.211
H -0.659 -2.118 0.065
H 3.252 -0.054 1.788
H 1.594 -0.290 1.784
O 2.482 -0.646 1.851
H -0.938 -3.411 1.540
H 0.546 -3.358 1.075
O -0.273 -3.869 1.021
H 0.210 1.619 0.686
H 0.356 2.922 1.718
O 0.666 2.037 1.440
```

The relative energy (zero: lowest compared OMol25 entry of this formula, charge and spin) comes out at 116.6 kJ/mol. The structure (SMILES) is [H]/N=C/NC.O.O.O. Its HOMO energy is -9.4 eV. Its largest force on an atom is 2.03 eV/A. The gap between HOMO and LUMO comes out at 10.0 eV. As for the LUMO energy: 0.0242 hartree.

---

# C17H21FN3OS

C17H21FN3OS as an isolated structure (ωB97M-V/def2-TZVPD, OMol25).

Structure (XYZ):
```
44
C17H21FN3OS | OMol25 | ωB97M-V/def2-TZVPD
O -2.266 0.251 1.094
C -1.514 0.458 1.965
N -1.771 0.852 3.196
H -0.862 0.995 3.728
C -2.876 1.646 3.387
C -2.566 2.936 3.721
C -2.930 3.694 4.777
C -2.865 5.057 4.514
C -2.073 5.261 3.417
S -1.747 3.911 2.615
H -1.675 6.010 3.188
H -3.141 5.712 5.185
H -3.735 3.503 5.449
H -3.256 0.905 4.494
H -3.666 1.308 2.619
C 0.126 -0.146 1.523
N -0.010 -0.390 0.111
C 0.276 -1.950 -0.145
C -0.388 -2.315 -1.561
N 0.520 -1.563 -2.486
C 1.651 -1.904 -3.193
C 1.869 -3.382 -3.577
C 2.908 -3.772 -4.132
C 4.151 -2.950 -4.148
C 3.727 -1.604 -3.882
C 2.745 -1.055 -3.114
H 2.888 0.076 -2.822
H 4.715 -0.999 -3.767
F 5.314 -3.320 -4.763
H 3.049 -4.628 -4.538
H 0.795 -3.904 -3.633
C 0.159 -0.045 -2.422
H 0.711 0.507 -2.993
C 0.682 0.424 -0.936
H 0.408 1.407 -0.736
H 1.568 0.038 -0.627
H -0.992 0.158 -2.535
H 0.155 -3.449 -1.590
H -1.319 -2.213 -1.714
H -0.342 -2.752 0.558
H 1.353 -2.060 0.124
H -0.995 -0.566 0.020
H 0.788 0.702 1.544
H 0.432 -0.845 2.085
```

Its charge is +1. Its HOMO energy is -10.3 eV. Its largest force on an atom is 14.92 eV/A. The gap between HOMO and LUMO comes out at 7.9 eV. As for the LUMO energy: -0.0897 hartree.

---

# C3H8N2O

The molecule C3H8N2O (ωB97M-V/def2-TZVPD, OMol25).

Structure (XYZ):
```
14
C3H8N2O | OMol25 | ωB97M-V/def2-TZVPD
C -2.404 0.241 0.123
N -1.119 -0.230 0.604
C -0.016 0.066 -0.174
O -0.105 0.505 -1.309
N 1.203 -0.181 0.429
C 2.373 -0.112 -0.428
H -2.530 1.324 0.253
H -3.207 -0.283 0.647
H -2.466 0.021 -0.944
H -0.981 -0.204 1.604
H 1.214 -0.899 1.138
H 3.261 -0.373 0.154
H 2.291 -0.782 -1.292
H 2.485 0.907 -0.805
```

The relative energy (zero: lowest compared OMol25 entry of this formula, charge and spin) comes out at 25.9 kJ/mol. The structure (SMILES) is CNC(=O)NC. Its HOMO energy is -9.5 eV. Its largest force on an atom is 0.28 eV/A. The gap between HOMO and LUMO comes out at 10.4 eV. As for the LUMO energy: 0.0331 hartree.

---

Results for calculated total energy: -679.67931, -439.77232, -361.99705, -418.59462, -1397.26039, -303.88227 (in Ha, following the order of the records).